# 1
The following is a quantum chemistry calculation of a molecular structure, C15H28Br12O19S5, from the Open Molecules 2025 dataset.

## Properties
- strongest force on any atom (eV/A) = 1.60
- total energy (Eh) = -34896.86794
- Kohn-Sham gap (Eh) = 0.35347
- ΔE to the lowest compared entry with this formula, charge and spin (kJ/mol) = 0.0
- multiplicity = 1
- HOMO (eV) = -10.1

Last column: Löwdin charge in e.
Positions of all 79 atoms, in Å:
O 0.33629 -7.32513 12.70598  -0.26
S 0.06718 -7.42200 14.09151  0.53
O 0.42257 -8.56966 14.84546  -0.27
O 0.74317 -6.14608 14.72506  -0.28
C 1.06546 -6.16088 16.15792  -0.22
C 0.57071 -4.84442 16.67648  -0.08
C -1.64055 -7.04662 14.32610  -0.12
H 2.14172 -6.28460 16.22950  0.12
H 0.53486 -6.99457 16.60962  0.11
H -0.49862 -4.71245 16.50454  0.06
H 1.05720 -3.98892 16.21196  0.04
H 0.70951 -4.79736 17.75773  0.05
H -1.75295 -6.01526 14.00622  0.07
H -1.92030 -7.17048 15.37052  0.07
H -2.20828 -7.75908 13.73334  0.08
C -0.57340 -0.38752 15.67957  -1.57
Br 0.41762 0.32288 14.16693  0.63
Br 0.67488 -0.76125 17.11125  0.65
Br -1.51058 -1.99704 15.25753  0.62
H -1.26003 0.39774 15.95653  -0.02
C 5.51861 3.95124 22.15014  -1.63
Br 4.17530 5.34386 22.04198  0.55
Br 7.07270 4.47559 21.17696  0.60
Br 4.77488 2.32229 21.45685  0.62
H 5.77894 3.83714 23.19116  -0.02
C 7.52969 -3.47530 22.94040  -1.62
Br 6.20366 -4.79637 23.37335  0.63
Br 8.30490 -2.70800 24.52315  0.60
Br 6.84852 -2.09361 21.79242  0.65
H 8.30576 -4.00420 22.40749  -0.05
C 0.92730 -5.51456 21.80012  -1.63
Br 1.21650 -6.72293 20.31125  0.59
Br 2.57697 -4.95779 22.57154  0.65
Br -0.32616 -6.29315 23.02040  0.60
H 0.46918 -4.63113 21.37820  -0.03
C 3.72813 -0.98969 20.39039  -0.20
C 4.00492 -0.99170 18.88704  -0.15
O 4.04554 -2.35006 18.44560  -0.19
S 3.39301 -3.30559 19.53623  0.49
O 4.23360 -4.43142 19.67771  -0.25
O 2.01624 -3.47667 19.26217  -0.25
O 3.57032 -2.34908 20.77490  -0.24
H 2.82995 -0.41389 20.61528  0.10
H 4.51539 -0.50898 20.96780  0.05
H 4.95108 -0.49900 18.66204  0.14
H 3.26701 -0.44879 18.29628  0.08
C 7.58076 -7.60567 19.41120  -0.14
C 7.15192 -6.31073 20.09267  -0.19
O 8.32802 -5.82013 20.72909  -0.22
S 9.17908 -7.06283 21.29592  0.58
O 8.73857 -7.31956 22.61835  -0.23
O 10.55262 -6.93833 21.03570  -0.20
O 8.53228 -8.15837 20.33316  -0.19
H 8.02738 -7.45651 18.43133  0.13
H 6.74613 -8.30051 19.40730  0.14
H 6.36222 -6.54788 20.80836  0.11
H 6.74643 -5.57762 19.40043  0.13
C 3.52210 -3.52968 14.99022  -0.11
C 2.59753 -2.47461 14.37062  -0.21
O 3.38625 -1.42290 13.85592  -0.20
S 4.94300 -1.65448 14.07749  0.57
O 5.37447 -0.86932 15.17061  -0.22
O 5.62281 -1.55197 12.84996  -0.20
O 4.84332 -3.17683 14.49346  -0.18
H 3.34248 -4.52172 14.59485  0.13
H 3.56249 -3.45668 16.07492  0.11
H 1.84148 -2.10565 15.05736  0.02
H 2.04745 -2.94681 13.55265  0.14
C 0.14200 1.46264 24.01576  -0.16
C 0.84059 2.04024 22.79178  -0.14
O 1.52595 0.92867 22.19684  -0.23
S 0.99658 -0.47154 22.74246  0.55
O 1.99567 -1.05431 23.55445  -0.20
O 0.45751 -1.20861 21.68074  -0.20
O -0.16125 0.11687 23.65307  -0.17
H -0.74549 2.03861 24.26584  0.14
H 0.76151 1.45855 24.91593  0.14
H 1.61577 2.77110 23.01332  0.12
H 0.10897 2.48014 22.11384  0.13

Atoms 1-2, force components in eV/Å:
O 0.17 -0.09 -0.77
S -0.37 0.64 0.02

# 2
The following is a quantum chemistry calculation of a single C5H12N2S molecule, from the Open Molecules 2025 dataset.

## Properties
- strongest force on any atom (eV/A) = 5.72
- total energy (Eh) = -705.23734
- Kohn-Sham gap (Eh) = 0.31855
- ΔE to the lowest compared entry with this formula, charge and spin (kJ/mol) = 408.2
- multiplicity = 1
- HOMO (eV) = -8.0

Last column: natural (NBO) charge in e.
Positions of all 20 atoms, in Å:
C 0.29258 1.89125 2.38177  -0.88
C 0.99248 0.50419 0.40527  0.10
C 1.99853 -0.13879 -0.45473  -0.69
C -1.62496 0.02625 -1.57502  -0.39
C -0.76101 -1.87377 -0.59710  -0.42
H 0.24044 2.91171 1.67006  0.24
H 0.38887 1.89879 3.60281  0.25
H -0.63819 1.15605 2.00139  0.31
H 1.69196 -0.40121 -1.35948  0.24
H 2.18287 -1.06922 0.12148  0.24
H 2.87088 0.39651 -0.68622  0.23
H -2.73307 -0.03404 -1.02880  0.14
H -1.58539 -0.50264 -2.56509  0.21
H -1.54936 1.12961 -1.71012  0.20
H 0.08138 -2.32218 -0.22359  0.19
H -1.11958 -2.40621 -1.42471  0.20
H -1.56250 -2.14223 0.13839  0.18
N -0.33154 0.15264 0.38234  -0.37
N -0.55292 -0.40852 -0.81510  -0.34
S 1.71850 1.23183 1.73643  0.36

Atoms 1-2, force components in eV/Å:
C -3.66 1.41 0.82
C -3.21 -2.07 0.09

# 3
The following is a quantum chemistry calculation of a molecular structure, C9H14Cl2In, from the Open Molecules 2025 dataset.

## Properties
- strongest force on any atom (eV/A) = 0.42
- total energy (Eh) = -1461.81829
- Kohn-Sham gap (Eh) = 0.24705
- multiplicity = 1
- net charge = -1
- HOMO (eV) = -3.9

Last column: Löwdin charge in e.
Positions of all 26 atoms, in Å:
C -2.20636 1.85044 0.49310  -0.06
C -1.76199 0.42442 0.72090  -0.29
C -2.30549 -0.34279 1.74211  -0.10
C -1.89306 -1.65993 1.92563  -0.11
C -0.93502 -2.21147 1.09347  -0.08
C -0.36524 -1.45796 0.05685  -0.36
C 0.68327 -2.03345 -0.82007  -0.30
In 2.71878 -1.56799 0.07960  0.22
C -0.79210 -0.13678 -0.10596  -0.03
H -2.63446 1.94469 -0.50733  0.07
H -2.93463 2.15687 1.24309  0.06
H -1.34576 2.52100 0.52732  0.06
H -3.05093 0.09134 2.40106  0.09
H -2.32203 -2.25280 2.72568  0.09
H -0.60113 -3.23323 1.23187  0.10
H 0.62347 -1.61038 -1.82509  0.03
H 0.56626 -3.11654 -0.89664  0.02
H 2.50830 -1.79930 1.83232  -0.15
H 3.00374 0.16665 -0.24147  -0.16
H 3.98879 -2.60358 -0.60251  -0.17
H -0.34632 0.44693 -0.89958  0.08
C 2.00882 2.90924 -2.09391  -1.03
Cl 1.75886 3.02418 -0.35741  0.50
Cl 0.54114 2.47037 -2.98957  0.49
H 2.33853 3.87650 -2.45390  0.01
H 2.75457 2.14357 -2.27955  0.01

Atoms 1-2, force components in eV/Å:
C 0.25 -0.27 -0.10
C 0.14 0.09 -0.11

# 4
The following is a quantum chemistry calculation of a single C2H2N2 molecule, from the Open Molecules 2025 dataset.

## Properties
- strongest force on any atom (eV/A) = 5.80
- total energy (Eh) = -186.80299
- Kohn-Sham gap (Eh) = 0.35190
- ΔE to the lowest compared entry with this formula, charge and spin (kJ/mol) = 194.6
- multiplicity = 1
- HOMO (eV) = -9.1

Last column: natural (NBO) charge in e.
Positions of all 6 atoms, in Å:
C -0.42137 0.27824 1.10552  0.04
C -0.04406 -0.05896 -0.30876  0.40
N -0.23049 -0.98764 0.79771  -0.33
N 0.42949 0.21637 -1.39425  -0.69
H -0.47384 0.99255 1.87887  0.22
H 0.74027 -0.44057 -2.07909  0.37

Atoms 1-2, force components in eV/Å:
C 1.55 -1.91 -5.25
C -0.84 -0.21 5.41

# 5
The following is a quantum chemistry calculation of a single C2H8N4O molecule, from the Open Molecules 2025 dataset.

## Properties
- strongest force on any atom (eV/A) = 3.43
- total energy (Eh) = -375.09919
- Kohn-Sham gap (Eh) = 0.36364
- ΔE to the lowest compared entry with this formula, charge and spin (kJ/mol) = 544.5
- multiplicity = 1
- HOMO (eV) = -8.9

Last column: natural (NBO) charge in e.
Positions of all 15 atoms, in Å:
C 0.43613 -0.09984 -2.07337  -0.26
C 0.56854 -1.58727 2.00245  -0.44
N 0.07373 -0.96271 0.80336  -0.27
N -1.09394 2.14958 0.13143  -0.61
O -0.73833 0.30845 -1.42465  -0.42
N -0.13898 0.27017 0.93594  -0.01
N -0.42569 0.98544 -0.08934  0.13
H -2.10483 2.03295 0.18319  0.35
H -0.85279 2.83932 -0.57238  0.37
H 1.14086 0.73206 -2.18614  0.17
H 0.92349 -0.91657 -1.53318  0.19
H 0.12078 -0.44522 -3.05889  0.19
H -0.10055 -2.41023 2.25676  0.20
H 1.55180 -2.00809 1.78424  0.20
H 0.63977 -0.88801 2.84057  0.19

Atoms 1-2, force components in eV/Å:
C 0.72 -0.08 0.09
C -0.10 0.08 0.39

# 6
The following is a quantum chemistry calculation of a single C8H13NOS molecule, from the Open Molecules 2025 dataset.

## Properties
- strongest force on any atom (eV/A) = 5.08
- total energy (Eh) = -840.69559
- Kohn-Sham gap (Eh) = 0.35364
- ΔE to the lowest compared entry with this formula, charge and spin (kJ/mol) = 254.8
- multiplicity = 1
- HOMO (eV) = -8.8

Last column: natural (NBO) charge in e.
Positions of all 24 atoms, in Å:
C 1.12569 1.73965 0.47054  -0.16
C 2.35902 -0.59605 0.00369  0.53
C 0.68633 2.92394 0.75576  -0.51
C 0.10061 -0.12290 0.75085  0.11
C -2.16955 0.68486 0.01540  -0.60
C -0.80605 -0.31374 -1.69826  -0.61
C 0.84421 -2.41855 0.78288  -0.40
C -1.09250 -0.38211 -0.24931  -0.28
N 1.20412 -0.97472 0.69359  -0.51
O 3.22437 -1.41641 -0.37063  -0.61
S 2.62763 1.17048 -0.13830  0.30
H 1.30433 3.85999 0.46003  0.21
H -0.32056 3.22693 0.79302  0.22
H -0.23792 0.05863 1.72719  0.19
H -2.49353 0.88791 0.99732  0.21
H -3.01044 0.57073 -0.61986  0.21
H -1.84573 1.61404 -0.28480  0.20
H -1.06279 0.64160 -2.00802  0.21
H -1.46742 -0.92455 -2.32055  0.22
H 0.22556 -0.60938 -1.89176  0.22
H 0.24292 -2.59965 1.59159  0.20
H 0.31603 -2.54695 -0.15539  0.19
H 1.69863 -3.13094 0.69721  0.25
H -1.45297 -1.34281 -0.00220  0.21

Atoms 1-2, force components in eV/Å:
C -1.45 -4.86 0.18
C 1.40 -2.76 0.23

# 7
The following is a quantum chemistry calculation of a single C9H11BrO molecule, from the Open Molecules 2025 dataset.

## Properties
- strongest force on any atom (eV/A) = 4.17
- total energy (Eh) = -2998.68908
- Kohn-Sham gap (Eh) = 0.33733
- ΔE to the lowest compared entry with this formula, charge and spin (kJ/mol) = 115.8
- multiplicity = 1
- HOMO (eV) = -8.3

Last column: natural (NBO) charge in e.
Positions of all 22 atoms, in Å:
C 0.72056 -0.70378 1.04442  0.03
C 0.19832 -2.00951 0.59508  -0.19
C -1.29927 -0.13830 1.71860  0.08
C 0.99142 -1.01856 -1.32044  -0.44
C 0.72613 0.10662 -0.27012  -0.18
C 0.20839 -2.13894 -0.74809  -0.17
C -0.74487 0.73322 -0.46646  -0.32
C -1.60528 0.06965 0.44804  -0.11
C -0.72700 2.21749 -0.12162  -0.61
O -0.03177 -0.31023 2.11909  -0.48
Br -3.44485 -0.17348 0.01126  0.04
H 1.71121 -0.67757 1.50569  0.21
H -0.32736 -2.70390 1.25825  0.22
H -1.96203 -0.53616 2.49649  0.20
H 0.75844 -0.61446 -2.28399  0.21
H 2.02052 -1.16535 -1.49882  0.21
H 1.53593 0.69664 -0.35356  0.21
H -0.25673 -2.83267 -1.31730  0.21
H -0.99938 0.60585 -1.56242  0.24
H -0.13306 2.56796 0.74562  0.22
H -1.77739 2.65514 0.05373  0.22
H -0.44360 2.93749 -0.91558  0.22

Atoms 1-2, force components in eV/Å:
C 2.56 -0.32 -0.56
C -0.64 -1.94 -1.97

# 8
The following is a quantum chemistry calculation of a single C6H16N2 molecule, from the Open Molecules 2025 dataset.

## Properties
- strongest force on any atom (eV/A) = 5.97
- total energy (Eh) = -347.58759
- Kohn-Sham gap (Eh) = 0.33342
- ΔE to the lowest compared entry with this formula, charge and spin (kJ/mol) = 360.3
- multiplicity = 1
- HOMO (eV) = -8.1

Last column: natural (NBO) charge in e.
Positions of all 24 atoms, in Å:
C -0.02754 -0.67780 0.31589  0.20
C 1.55098 0.48538 -1.19146  -0.42
C -1.07297 -0.51216 1.41755  -0.63
C -0.44000 -1.74304 -0.69363  -0.66
C 1.45177 -1.29281 1.18725  -0.62
C -1.12651 2.53671 -0.23749  -0.42
N 0.56505 0.52307 -0.11399  -0.26
N -0.83443 1.25754 -0.83054  -0.62
H -1.34885 0.89772 -1.62773  0.38
H 1.25965 -0.11414 -2.05986  0.18
H 2.51526 0.13116 -0.81966  0.20
H 1.72435 1.50785 -1.54081  0.22
H -0.75444 0.23967 2.14308  0.22
H -1.24785 -1.46097 1.93391  0.21
H -2.03100 -0.20044 0.99351  0.22
H 0.29423 -1.88692 -1.48789  0.21
H -1.39593 -1.47705 -1.15092  0.21
H -0.56643 -2.70488 -0.18671  0.22
H 1.05717 -2.07796 1.83242  0.20
H 2.14366 -1.71676 0.46065  0.20
H 1.92239 -0.51911 1.79309  0.21
H -0.97735 3.38703 -0.91696  0.17
H -2.15105 2.61327 0.15283  0.18
H -0.51020 2.80464 0.62746  0.21

Atoms 1-2, force components in eV/Å:
C 3.63 -2.75 2.88
C 0.12 0.19 -0.15

Copy entry 8 word for word.
The following is a quantum chemistry calculation of a single C6H16N2 molecule, from the Open Molecules 2025 dataset.

## Properties
- strongest force on any atom (eV/A) = 5.97
- total energy (Eh) = -347.58759
- Kohn-Sham gap (Eh) = 0.33342
- ΔE to the lowest compared entry with this formula, charge and spin (kJ/mol) = 360.3
- multiplicity = 1
- HOMO (eV) = -8.1

Last column: natural (NBO) charge in e.
Positions of all 24 atoms, in Å:
C -0.02754 -0.67780 0.31589  0.20
C 1.55098 0.48538 -1.19146  -0.42
C -1.07297 -0.51216 1.41755  -0.63
C -0.44000 -1.74304 -0.69363  -0.66
C 1.45177 -1.29281 1.18725  -0.62
C -1.12651 2.53671 -0.23749  -0.42
N 0.56505 0.52307 -0.11399  -0.26
N -0.83443 1.25754 -0.83054  -0.62
H -1.34885 0.89772 -1.62773  0.38
H 1.25965 -0.11414 -2.05986  0.18
H 2.51526 0.13116 -0.81966  0.20
H 1.72435 1.50785 -1.54081  0.22
H -0.75444 0.23967 2.14308  0.22
H -1.24785 -1.46097 1.93391  0.21
H -2.03100 -0.20044 0.99351  0.22
H 0.29423 -1.88692 -1.48789  0.21
H -1.39593 -1.47705 -1.15092  0.21
H -0.56643 -2.70488 -0.18671  0.22
H 1.05717 -2.07796 1.83242  0.20
H 2.14366 -1.71676 0.46065  0.20
H 1.92239 -0.51911 1.79309  0.21
H -0.97735 3.38703 -0.91696  0.17
H -2.15105 2.61327 0.15283  0.18
H -0.51020 2.80464 0.62746  0.21

Atoms 1-2, force components in eV/Å:
C 3.63 -2.75 2.88
C 0.12 0.19 -0.15